Below is a structure of composition C22H25N3O3Pd, with properties calculated with ωB97M-V/def2-TZVPD.

Summary:
LUMO energy (eV): 5.3
Total charge: -2
Relative energy (zero: lowest compared OMol25 entry of this formula, charge and spin) (kcal per mole): 0.0
HOMO-LUMO gap (eV): 5.615

```
54
C22H25N3O3Pd ωB97M-V/def2-TZVPD
Pd -0.647 0.125 1.254
O 0.899 -1.469 1.116
C 1.934 -1.277 1.853
C 2.984 -2.238 1.901
C 4.131 -2.039 2.645
C 4.313 -0.874 3.386
C 3.302 0.083 3.359
C 2.132 -0.093 2.637
C 1.096 0.981 2.652
N 0.005 0.851 3.334
C -0.897 1.997 3.412
C -2.269 1.611 2.870
N -2.173 1.458 1.428
C -2.844 0.447 0.875
C -3.399 0.401 -0.492
C -4.428 -0.513 -0.701
C -5.085 -0.679 -1.917
C -4.686 0.128 -2.982
C -3.670 1.049 -2.823
C -2.956 1.237 -1.590
O -2.003 2.066 -1.508
H 2.850 -3.139 1.313
H 4.904 -2.803 2.641
H 5.216 -0.711 3.964
H 3.423 1.004 3.923
H 1.336 1.929 2.153
H -0.524 2.853 2.832
H -0.978 2.290 4.466
H -2.989 2.411 3.101
H -2.606 0.692 3.378
H -3.364 -0.244 1.556
H -4.725 -1.131 0.144
H -5.877 -1.411 -2.027
H -5.175 0.035 -3.949
H -3.354 1.674 -3.653
O 2.073 2.413 -1.065
C 1.755 1.346 -1.590
C 2.714 0.169 -1.454
C 2.688 -0.922 -2.523
C 1.566 -1.939 -2.309
C 0.221 -1.269 -2.027
C 0.011 0.003 -2.839
N 0.584 1.207 -2.248
H 2.495 -0.275 -0.477
H 3.704 0.620 -1.379
H 3.650 -1.444 -2.520
H 2.595 -0.463 -3.513
H 1.820 -2.579 -1.460
H 1.494 -2.582 -3.196
H 0.163 -0.989 -0.974
H -0.598 -1.967 -2.216
H -1.054 0.213 -2.913
H 0.379 -0.132 -3.866
H -0.133 1.889 -1.987
```